No. 1
32
Properties=species:S:1:pos:R:3:forces:R:3 method="wB97M-V/def2-TZVPD" spin_multiplicity=2 total_energy_ha=-671.14036 total_charge=-1 e_above_lowest_kcal_mol=0.0 s_squared=0.751 homo_lumo_gap_ev="2.58 / 9.25" e_lumo_ev="2.8656 / 2.7948"
C 2.079 -1.901 1.742 0.89 2.01 -0.71
C 1.287 -1.164 0.651 -0.71 -1.34 -0.38
C 1.782 0.194 0.180 1.04 0.77 -0.10
N -0.162 -1.115 0.933 0.59 -0.17 -0.35
C -0.590 -0.822 2.250 -0.74 2.12 0.14
O 0.020 0.354 2.902 0.47 -0.73 -0.06
H 2.097 -1.234 2.608 0.01 -0.76 0.54
H 1.814 -2.933 1.921 -0.49 0.01 0.23
H 3.112 -1.886 1.371 -0.01 -0.21 0.17
H 1.388 -1.825 -0.220 -0.14 0.17 -0.02
H 1.449 0.386 -0.844 0.04 -0.19 0.00
H 1.472 1.094 0.705 -0.51 -0.29 0.56
H 2.876 0.300 0.195 0.00 -0.43 -0.25
H -0.543 -0.465 0.251 -0.53 -0.02 0.29
H -1.577 -0.359 2.197 -0.44 -1.00 -0.26
H -0.603 -1.685 2.917 0.41 0.01 0.02
H 0.975 0.246 2.874 0.01 0.08 0.10
H -1.371 3.474 -2.279 0.11 0.13 0.01
H -2.697 2.770 -2.058 -0.07 0.02 -0.06
O -1.745 2.580 -2.181 0.09 -0.05 0.03
H 1.024 3.507 1.222 -0.54 -0.76 0.22
H -0.106 3.177 0.072 0.05 -0.36 0.58
O 0.600 3.747 0.401 0.44 1.16 -0.84
H -0.466 -0.104 -4.140 -0.05 -0.14 0.03
H -1.139 1.187 -3.709 -0.32 0.16 0.41
O -1.294 0.234 -3.782 0.22 -0.14 -0.26
H -0.299 -3.913 -0.992 -0.18 0.14 0.20
H -0.996 -2.576 -1.346 0.07 -0.06 0.23
O -0.303 -3.187 -1.620 0.14 -0.05 -0.44
H -2.706 0.284 -1.453 0.18 0.30 0.00
H -2.561 1.268 -0.273 0.05 0.13 -0.32
O -2.820 0.365 -0.496 -0.07 -0.52 0.30

No. 2
46
Properties=species:S:1:pos:R:3:forces:R:3 method="wB97M-V/def2-TZVPD" total_energy_ha=-1620.40421 total_charge=-1 e_above_lowest_kcal_mol=10.9 homo_lumo_gap_ev=10.41 e_lumo_ev=1.8883
O -1.769 1.833 3.177 0.09 0.06 -0.04
C -1.512 1.568 2.045 -0.24 -0.23 0.03
O -0.802 0.525 1.619 0.21 -0.10 -0.32
B -0.725 0.549 0.144 0.41 0.69 0.24
O -1.524 1.711 -0.267 -0.05 -0.21 -0.31
C -2.007 2.323 0.792 -0.30 0.05 0.62
O -2.731 3.277 0.819 0.09 0.01 -0.33
O -1.149 -0.720 -0.442 0.04 -0.41 0.08
C -0.147 -1.273 -1.085 -0.46 0.76 -0.64
O -0.160 -2.323 -1.675 0.16 -0.43 0.30
C 1.023 -0.268 -1.093 0.31 -0.41 0.41
O 0.686 0.749 -0.336 -0.19 -0.29 -0.09
O 2.067 -0.473 -1.653 -0.12 0.19 0.16
O -1.677 4.524 -2.082 0.08 0.05 0.00
H -0.782 4.462 -2.429 0.01 -0.03 -0.01
H -1.660 4.004 -1.270 -0.17 0.01 -0.03
O 3.211 0.074 -4.313 0.03 0.01 -0.01
H 3.112 -0.287 -3.422 -0.03 0.06 -0.05
H 2.554 -0.400 -4.829 0.01 -0.05 0.00
O 2.707 -3.396 -2.969 -0.01 -0.02 0.04
H 2.963 -4.226 -2.556 -0.03 0.00 0.02
H 1.998 -3.044 -2.416 -0.04 0.10 -0.05
O -1.852 -3.872 0.235 0.02 -0.24 -0.04
H -1.997 -4.798 0.019 -0.03 0.00 0.02
H -1.398 -3.504 -0.535 0.04 0.16 -0.03
O 4.232 2.200 0.158 -0.14 0.05 -0.11
H 3.865 1.305 0.194 0.31 0.00 0.09
H 3.849 2.581 -0.637 -0.01 0.01 -0.01
O -0.282 2.923 5.443 0.02 -0.04 0.03
H 0.497 3.222 4.965 0.04 -0.05 -0.03
H -0.774 2.407 4.789 -0.02 0.08 0.06
O 1.906 0.920 3.024 0.05 0.01 0.00
H 1.616 0.319 3.717 -0.05 0.01 0.02
H 1.291 0.757 2.301 -0.04 0.02 0.04
O 4.310 -0.773 0.457 -0.07 -0.13 0.13
H 4.881 -1.286 -0.123 0.04 0.10 -0.09
H 3.421 -1.043 0.205 -0.01 -0.01 -0.07
O -1.762 -2.701 2.917 0.14 -0.10 0.14
H -1.619 -3.368 2.233 -0.12 0.20 -0.12
H -1.800 -1.872 2.430 -0.01 0.01 0.00
O -1.941 -2.758 -3.927 0.01 -0.11 -0.04
H -2.346 -3.591 -4.183 0.00 0.00 -0.01
H -1.266 -2.990 -3.277 -0.05 0.16 -0.01
O -5.566 2.049 1.614 -0.04 -0.02 -0.04
H -4.790 2.565 1.369 0.11 0.10 0.06
H -6.149 2.121 0.853 0.00 -0.02 -0.02

No. 3
46
Properties=species:S:1:pos:R:3:forces:R:3 method="wB97M-V/def2-TZVPD" total_energy_ha=-1620.39401 total_charge=-1 e_above_lowest_kcal_mol=17.3 homo_lumo_gap_ev=9.99 e_lumo_ev=1.6689
O -2.564 2.341 0.443 0.30 -0.94 0.11
C -1.671 1.535 0.519 0.55 -0.29 -1.62
O -1.515 0.414 -0.192 -0.34 0.76 1.15
B -0.237 -0.273 0.232 -0.97 -0.22 -2.01
O 0.460 0.711 1.052 -0.27 -0.79 -0.54
C -0.352 1.714 1.260 1.18 1.96 2.56
O -0.046 2.647 2.001 -0.65 -1.00 -1.73
O 0.437 -0.685 -1.058 -0.15 -0.07 0.72
C 0.440 -2.003 -1.146 1.63 0.13 -0.23
O 0.999 -2.626 -2.018 -0.67 0.19 -0.05
C -0.107 -2.582 0.165 -0.30 -1.26 0.72
O -0.555 -1.544 0.854 0.18 -0.12 0.95
O -0.088 -3.733 0.554 -0.08 1.59 -0.85
O 1.154 -2.238 -5.434 0.02 0.07 0.01
H 1.281 -2.399 -4.492 -0.01 -0.14 0.10
H 0.247 -2.506 -5.604 -0.05 -0.02 0.01
O 2.058 0.127 -3.797 0.06 0.10 -0.06
H 1.963 -0.517 -3.089 -0.04 0.06 0.12
H 1.666 -0.301 -4.565 -0.01 -0.07 -0.09
O -1.085 -2.843 3.474 -0.05 0.02 0.36
H -0.326 -3.368 3.206 -0.02 -0.04 -0.15
H -1.087 -2.100 2.863 0.00 -0.07 -0.12
O 2.901 -4.788 -1.651 0.09 -0.08 -0.07
H 3.732 -4.438 -1.984 0.04 0.02 0.00
H 2.239 -4.138 -1.919 -0.10 -0.02 0.13
O -1.373 -6.385 -0.544 -0.09 -0.05 -0.04
H -1.003 -7.109 -0.035 0.04 -0.02 0.02
H -0.937 -5.598 -0.196 0.09 0.14 0.02
O -3.640 4.324 2.053 -0.06 0.21 -0.10
H -3.369 3.809 1.280 0.06 -0.06 0.24
H -3.906 5.176 1.700 -0.05 0.03 0.03
O -0.337 3.000 4.699 0.05 0.07 0.05
H 0.554 3.059 5.052 0.04 -0.04 0.03
H -0.217 2.928 3.739 -0.12 0.04 0.30
O 2.902 2.984 1.396 -0.07 0.33 0.33
H 1.979 3.015 1.684 -0.10 -0.19 0.01
H 3.128 3.900 1.214 0.06 0.01 -0.12
O 3.574 0.889 -0.270 0.28 -0.08 0.04
H 3.437 1.616 0.362 -0.11 -0.14 -0.17
H 2.719 0.460 -0.337 -0.12 0.02 -0.06
O -4.758 0.305 -0.095 -0.12 -0.05 0.03
H -3.992 0.870 0.061 -0.11 0.12 -0.05
H -4.638 -0.020 -0.991 0.06 -0.04 -0.02
O -0.067 5.214 -0.454 0.01 0.00 0.06
H 0.364 6.072 -0.447 0.02 0.04 -0.03
H -0.362 5.080 0.453 -0.07 -0.11 0.05

No. 4
35
Properties=species:S:1:pos:R:3:forces:R:3 method="wB97M-V/def2-TZVPD" total_energy_ha=-801.80198 smiles="CCCNC(N)=O.O.O.O.O.O.O" e_above_lowest_kcal_mol=48.3 homo_lumo_gap_ev=9.42 e_lumo_ev=0.1473
C -2.155 2.097 -1.548 -0.14 -0.49 -1.22
C -0.749 1.509 -1.416 -0.03 0.40 -1.04
C 0.019 2.257 -0.336 2.15 0.74 -0.74
N 1.456 2.316 -0.745 0.29 -1.02 0.85
C 2.386 1.290 -0.770 0.60 0.44 0.96
N 2.172 0.213 0.057 -0.24 0.44 -0.17
O 3.465 1.398 -1.342 -0.48 0.27 -0.37
H -2.399 2.567 -0.606 -0.54 0.39 -0.10
H -2.297 2.715 -2.450 0.51 0.64 0.74
H -2.892 1.348 -1.799 -0.27 -0.60 0.56
H -0.117 1.661 -2.352 -1.10 -0.41 0.97
H -0.833 0.424 -1.209 0.41 0.63 0.06
H -0.194 3.325 -0.155 -0.63 -0.32 -0.83
H -0.122 1.883 0.665 0.29 -0.83 0.29
H 1.772 3.022 -1.383 -0.40 0.44 -0.14
H 1.217 -0.054 0.217 -0.12 -0.44 -0.04
H 2.858 -0.505 -0.117 -0.43 -0.24 0.10
O -0.195 1.100 3.247 0.36 -0.38 0.48
H -1.120 1.010 3.001 0.09 0.24 -0.34
H 0.220 1.840 2.801 -0.38 0.21 -0.15
O -3.101 -0.967 1.668 -0.22 0.17 -0.09
H -2.438 -1.443 1.141 0.15 0.25 0.38
H -3.194 -1.423 2.508 0.09 -0.15 -0.09
O -0.537 -3.050 -2.722 0.01 0.28 0.08
H 0.111 -2.590 -3.268 0.10 -0.17 0.02
H -1.080 -2.324 -2.395 -0.11 -0.07 0.00
O 0.614 -1.636 2.760 0.25 -0.50 -1.29
H 0.371 -1.978 3.615 0.30 0.53 0.47
H 1.158 -0.838 2.747 -0.34 -0.11 0.92
O 2.250 -2.846 -0.268 0.05 -0.02 0.02
H 1.555 -3.510 -0.306 0.04 -0.03 -0.09
H 3.024 -3.277 -0.644 -0.02 -0.01 0.01
O -0.637 -1.488 0.380 0.62 -1.14 -0.05
H 0.041 -1.687 1.069 -0.64 0.56 0.32
H -0.629 -2.360 -0.046 -0.24 0.33 -0.48

No. 5
36
Properties=species:S:1:pos:R:3:forces:R:3 method="wB97M-V/def2-TZVPD" total_energy_ha=-876.90019 e_above_lowest_kcal_mol=112.0 homo_lumo_gap_ev=8.41 e_lumo_ev=0.0775
N -12.718 -4.111 18.290 1.00 0.30 0.95
H -12.225 -3.859 19.168 0.00 -0.33 -0.08
H -12.584 -5.138 18.180 -0.44 0.03 0.13
H -12.221 -3.590 17.551 -0.47 -0.03 -0.06
H -13.701 -3.896 18.485 0.01 -0.22 -0.72
N -13.430 -7.026 19.815 0.34 0.10 -0.02
O -13.952 -8.041 20.237 -0.17 -0.09 0.12
O -13.620 -6.658 18.613 -0.28 0.01 -0.13
O -12.660 -6.330 20.529 0.01 -0.05 -0.26
C -10.413 -7.259 17.252 0.09 0.32 0.07
O -10.734 -6.186 18.150 0.14 -0.59 -0.21
H -11.144 -8.067 17.301 -0.06 0.05 0.06
H -10.411 -6.864 16.237 0.03 0.05 0.02
H -9.419 -7.655 17.478 -0.03 -0.05 -0.05
H -11.076 -6.618 18.945 -0.13 0.40 0.22
C -12.523 -1.733 15.123 -0.33 -0.14 -0.22
C -11.361 -1.424 16.034 0.38 -0.18 -0.55
C -11.673 -0.456 17.143 -0.61 0.72 -0.08
O -10.913 -2.693 16.542 -0.10 0.01 0.04
H -13.298 -2.307 15.639 -0.03 0.11 0.05
H -12.189 -2.325 14.272 0.05 -0.10 0.08
H -12.964 -0.824 14.714 -0.02 0.04 0.16
H -10.580 -1.023 15.376 0.13 0.12 0.27
H -12.451 -0.839 17.809 0.31 -0.22 0.19
H -12.120 0.462 16.741 0.19 -0.10 -0.19
H -10.786 -0.130 17.684 0.00 -0.28 0.23
H -10.114 -2.581 17.069 0.02 0.07 -0.03
O -15.577 -4.187 18.093 -0.15 -0.07 -0.09
H -15.699 -5.141 17.972 0.29 -0.05 0.06
H -15.626 -3.811 17.208 -0.19 -0.01 0.01
O -16.686 -4.252 20.936 0.02 0.02 0.00
H -16.311 -4.342 20.052 -0.04 0.11 0.04
H -17.601 -3.995 20.788 -0.01 -0.01 0.00
O -11.414 -3.293 20.717 0.21 0.32 0.09
H -11.863 -3.175 21.560 -0.15 -0.12 -0.05
H -10.557 -3.665 20.949 -0.03 -0.15 -0.06

No. 6
34
Properties=species:S:1:pos:R:3:forces:R:3 method="wB97M-V/def2-TZVPD" total_energy_ha=-1392.68266 total_charge=+1 e_above_lowest_kcal_mol=26.0 homo_lumo_gap_ev=8.97 e_lumo_ev=-2.6645
N 0.621 -0.657 -0.416 -1.11 1.43 1.27
C 0.408 -1.792 0.540 2.49 -1.01 1.63
C -0.251 -2.912 -0.216 -2.53 -0.09 -1.32
C 1.842 -2.248 1.056 -0.74 0.52 0.35
S 3.106 -0.988 1.371 0.49 0.48 -2.13
S 3.237 -0.158 3.152 -0.42 -0.25 1.65
C 2.153 1.275 3.317 -0.12 0.30 -0.20
H -0.208 -0.567 -1.089 1.40 -0.55 -0.53
H 0.608 0.275 0.042 -0.30 -0.11 0.57
H 1.612 -0.564 -0.684 -0.47 -0.71 -0.97
H -0.071 -1.524 1.510 -0.34 0.39 -1.25
H 0.203 -3.058 -1.205 0.05 0.14 0.23
H -1.323 -2.659 -0.389 0.66 0.63 -0.43
H -0.526 -3.907 0.126 1.35 -0.12 1.21
H 1.703 -2.720 2.028 0.02 -0.79 -0.39
H 2.375 -2.833 0.286 -0.42 -0.23 0.52
H 1.117 1.113 3.641 0.17 -0.41 -0.60
H 2.269 1.887 2.418 -0.26 -0.07 0.28
H 2.577 1.807 4.157 0.43 0.26 0.16
H -2.236 1.716 -0.488 -0.20 0.17 0.17
H -2.997 1.432 -1.734 -0.38 0.45 0.13
O -2.202 1.879 -1.434 0.75 -0.34 -0.60
H 0.883 2.682 1.022 -0.12 0.17 -0.20
H 0.776 2.447 -0.532 0.09 0.21 0.10
O 1.056 2.062 0.308 -0.11 -0.39 -0.08
H 0.210 2.078 -3.007 -0.32 -0.09 0.44
H 1.340 1.261 -3.473 0.05 -0.27 0.65
O 0.770 1.356 -2.685 0.26 0.45 -1.02
H -1.388 -1.181 -3.049 -0.05 0.15 -0.15
H -1.846 0.157 -2.319 0.52 -0.28 -0.15
O -1.457 -0.729 -2.204 -0.35 0.06 0.33
H -4.863 1.917 0.745 0.13 -0.17 -0.44
H -5.095 1.532 -0.736 0.22 0.12 0.55
O -4.402 1.622 -0.058 -0.84 -0.04 0.21